[1]
This record from OMol25 describes 2 unconnected molecules or ions with the total composition C5H9N2OS. The level of theory is ωB97M-V/def2-TZVPD.

```
! RIJCOSX wB97M-V def2-TZVPD def2/J DEFGRID3
* xyz 1 1
C -0.77 -0.42 1.06
C -2.15 -0.34 1.05
C 0.22 2.46 0.22
C 0.12 -0.10 0.07
C -0.27 -0.05 -1.38
N -0.79 2.78 -0.37
N 1.54 -0.44 0.41
O 1.26 2.17 0.62
S -3.17 0.11 -0.16
H -0.23 -0.85 2.00
H -2.74 -0.72 1.90
H 0.56 -0.47 -2.09
H -0.48 0.98 -1.75
H -1.26 -0.62 -1.47
H -1.62 3.21 -0.23
H 2.00 0.55 0.60
H 1.95 -0.93 -0.54
H 1.69 -1.00 1.16
*
```

These are the natural (NBO) partial charges, in e, on atoms 1 to 8: -0.2646 -0.3398 0.8913 0.2124 -0.7136 -0.7160 -0.7303 -0.5754

[2]
This record from OMol25 describes C5H9N3 in the gas phase. The level of theory is ωB97M-V/def2-TZVPD.

## Properties
SMILES string: C/N=C/C=C\C=N/N

```
! RIJCOSX wB97M-V def2-TZVPD def2/J DEFGRID3
* xyz 0 1
C 0.31 -0.21 1.54
C 1.23 -1.13 1.17
C -0.75 0.48 0.81
C 1.77 -1.83 0.00
C -1.57 2.15 -0.60
N -0.54 1.26 -0.18
N 1.49 -1.85 -1.26
N 0.61 -1.01 -1.75
H 0.29 -0.11 2.55
H 1.71 -1.64 2.09
H -1.78 0.43 1.35
H 2.59 -2.54 0.37
H -1.65 2.28 -1.66
H -2.61 1.99 -0.37
H -1.49 3.16 -0.25
H 0.12 -0.39 -1.14
H 0.27 -1.02 -2.65
*
```

These are the natural (NBO) partial charges, in e, on atoms 1 to 8: -0.2837 -0.1935 0.1041 -0.0982 -0.4538 -0.4275 -0.1594 -0.5896

[3]
This record from OMol25 describes a molecular structure, C5H9N3. The level of theory is ωB97M-V/def2-TZVPD.

```
! RIJCOSX wB97M-V def2-TZVPD def2/J DEFGRID3
* xyz 0 1
C 1.11 1.09 2.55
C 1.38 0.18 1.42
C 0.51 -1.07 0.95
C 0.38 -0.74 -1.33
C -1.64 0.51 -2.03
H 0.25 0.82 3.25
H 1.64 1.78 3.21
H 2.45 0.45 1.14
H 0.87 -1.88 1.71
H -0.52 -0.89 1.29
H 0.66 -1.24 -2.38
H -0.51 0.47 -0.09
H -2.68 1.15 -1.52
H -2.75 0.37 -3.54
N 0.79 -1.44 -0.25
N -0.48 0.34 -1.11
N -1.46 0.11 -3.27
*
```

These are the natural (NBO) partial charges, in e, on atoms 1 to 8: -0.4401 -0.2098 -0.2903 0.2826 0.2358 0.1696 0.2191 0.2244

[4]
This record from OMol25 describes C5H9N3 in the gas phase. The level of theory is ωB97M-V/def2-TZVPD.

## Properties
SMILES string: [H]/N=C1/NC[C@@H]2C[C@]12N

```
! RIJCOSX wB97M-V def2-TZVPD def2/J DEFGRID3
* xyz 0 1
C 0.19 -0.28 0.68
C -0.23 0.94 1.58
C -1.18 0.01 0.71
C -1.56 0.48 -0.59
C 0.68 0.07 -0.82
H 0.52 -2.19 0.53
H 1.84 -1.29 1.42
H -0.12 2.04 1.09
H -0.26 0.83 2.66
H -1.63 -0.80 1.43
H -2.52 1.26 -0.56
H -2.03 -0.53 -0.94
H -0.44 0.30 -2.51
H 2.01 -1.22 -0.75
N 0.81 -1.40 1.20
N -0.31 0.92 -1.47
N 1.67 -0.34 -1.41
*
```

These are the natural (NBO) partial charges, in e, on atoms 1 to 8: 0.0304 -0.4413 -0.2787 -0.2388 0.4098 0.3728 0.3942 0.2333

[5]
This record from OMol25 describes 2 unconnected molecules or ions with the total composition C5H9N3. The level of theory is ωB97M-V/def2-TZVPD.

```
! RIJCOSX wB97M-V def2-TZVPD def2/J DEFGRID3
* xyz 0 1
C 1.25 1.36 -0.57
C -1.05 1.60 -0.50
C -0.42 -1.63 -0.54
C -0.24 -2.39 0.56
C 0.17 -1.61 1.58
H 2.18 0.37 0.25
H 1.53 1.86 -1.67
H 0.82 2.18 0.37
H -1.19 2.32 -1.21
H -1.98 0.89 -0.60
H -0.96 2.36 0.37
H -0.88 -1.76 -1.51
H -0.34 -3.37 0.59
H 0.62 -1.93 2.50
N 0.04 0.56 -0.82
N 0.02 -0.43 -0.06
N 0.42 -0.38 1.25
*
```

These are the natural (NBO) partial charges, in e, on atoms 1 to 8: -0.4513 -0.4492 -0.0206 -0.3424 -0.0400 0.2295 0.2294 0.1933

[6]
This record from OMol25 describes C5H9N3 in the gas phase. The level of theory is ωB97M-V/def2-TZVPD.

## Properties
SMILES string: C1=NC[C@H]2NC[C@@H]2N1

```
! RIJCOSX wB97M-V def2-TZVPD def2/J DEFGRID3
* xyz 0 1
C 1.70 -0.73 0.03
C 0.30 0.74 -0.37
C -0.82 1.46 0.11
C -1.98 -0.61 -0.13
C 0.28 -0.61 0.40
H 1.86 -1.11 -0.97
H 2.43 -1.03 0.72
H 2.28 1.20 0.62
H 0.26 0.58 -1.47
H -1.02 2.40 -0.45
H -0.57 1.77 1.05
H -2.97 -1.12 -0.58
H -0.76 -2.39 -0.07
H 0.11 -0.66 1.44
N 1.81 0.74 -0.25
N -2.10 0.67 0.11
N -0.80 -1.31 -0.19
*
```

These are the natural (NBO) partial charges, in e, on atoms 1 to 8: -0.2334 -0.0539 -0.2641 0.2621 -0.0993 0.2009 0.1968 0.3443

Number 1: strongest force on any atom 0.132 Eh/bohr, E_tot -778.51471 a.u.. Number 2: strongest force on any atom 0.061 Eh/bohr, E_tot -360.05994 a.u.. Number 3: strongest force on any atom 0.205 Eh/bohr, E_tot -359.95062 a.u.. Number 4: strongest force on any atom 0.108 Eh/bohr, E_tot -360.02863 a.u.. Number 5: strongest force on any atom 0.183 Eh/bohr, E_tot -359.92617 a.u.. Number 6: strongest force on any atom 0.088 Eh/bohr, E_tot -360.05985 a.u..